DFT (the ωB97M-V functional and the def2-TZVPD basis) results for a cluster of 2 separate species, CH2NO3S in total at a distorted geometry.

Geometry as XYZ:
```
8
Properties=species:S:1:pos:R:3:lowdin_charge:R:1
O -0.144 -0.645 -1.964 -0.4901
H -0.103 2.177 1.263 0.0980
O -1.857 1.458 0.544 -0.1392
O 1.310 -2.449 0.001 -0.4773
N 0.202 0.451 0.151 -0.2693
C -0.611 1.374 0.670 -0.5525
S -0.536 -0.805 -0.602 0.9438
H 1.740 -1.560 -0.063 -0.1136
```

Computed properties:
- HOMO (alpha / beta): -4.45 / -4.97 eV
- Charge: -1
- 2S+1: 1
- Kohn-Sham gap (alpha / beta): 7.583 / 8.200 eV

DFT (the ωB97M-V functional and the def2-TZVPD basis) results for a cluster of 6 separate species, C15H33Cl9O6 in total at a distorted geometry.

Geometry as XYZ:
```
63
Properties=species:S:1:pos:R:3:lowdin_charge:R:1
C 14.342 15.848 6.610 -0.1004
H 14.073 10.525 8.824 0.0827
H 9.917 15.049 8.877 0.0661
H 15.635 11.502 6.264 0.1285
C 17.192 14.436 10.176 -1.5426
H 11.089 16.563 7.408 0.0982
H 12.649 15.548 13.140 -0.0154
H 13.424 9.924 13.755 0.1219
O 15.169 12.148 8.089 -0.2469
O 14.429 14.494 6.970 -0.2548
C 7.365 15.205 9.417 -0.1375
H 10.599 18.951 7.807 0.0834
O 8.042 15.616 8.277 -0.1737
Cl 16.231 15.875 9.920 0.5659
Cl 11.906 13.003 8.661 0.5559
H 13.933 11.840 6.428 0.1178
H 10.553 10.107 12.644 0.0926
H 14.593 6.465 10.853 0.0901
C 11.794 15.388 13.777 -1.4892
C 9.395 15.955 8.533 -0.2212
H 12.836 10.388 12.203 0.0803
H 9.943 8.849 13.741 0.0866
H 14.800 13.541 5.060 0.1468
H 15.309 16.342 6.846 0.0870
C 14.914 12.205 6.726 -0.2346
Cl 13.644 12.844 11.043 0.5949
C 13.199 13.805 9.653 -1.4703
C 13.015 9.521 12.829 -0.2238
H 9.384 19.592 6.773 0.0887
Cl 11.829 16.420 15.268 0.4884
Cl 11.727 13.660 14.215 0.4874
H 9.989 15.654 6.394 0.1337
C 9.592 18.750 7.438 -0.0984
H 9.524 16.735 9.305 0.1147
O 9.504 17.591 6.604 -0.1758
H 16.233 13.860 6.204 0.1371
H 16.681 13.555 9.830 -0.0181
H 15.643 10.930 9.652 0.0796
O 13.937 8.431 10.880 -0.2003
H 7.780 14.316 9.908 0.0867
Cl 10.312 15.765 12.885 0.4866
C 14.187 8.715 12.208 -0.2244
H 15.052 9.388 12.352 0.1220
C 14.735 7.403 10.290 -0.0876
H 8.896 18.717 8.283 0.0861
Cl 12.597 15.392 10.149 0.5496
H 10.947 10.138 14.364 0.0799
H 13.568 16.306 7.239 0.0694
H 14.026 13.910 8.952 -0.0344
Cl 17.389 14.170 11.958 0.4792
H 15.709 10.150 8.116 0.0950
C 10.014 16.419 7.183 -0.2046
H 6.352 14.896 9.130 0.0901
C 15.144 13.609 6.141 -0.1799
Cl 18.762 14.536 9.437 0.5580
C 15.101 10.865 8.703 -0.1056
H 14.087 16.031 5.570 0.0883
C 10.795 9.476 13.509 -0.1159
H 7.271 16.004 10.165 0.0884
H 14.415 7.818 12.818 0.1325
H 14.364 7.272 9.260 0.0943
H 15.788 7.689 10.341 0.0841
O 11.950 8.736 13.259 -0.1631
```

Computed properties:
- HOMO: -9.67 eV
- SMILES: ClC(Cl)Cl.ClC(Cl)Cl.ClC(Cl)Cl.COCCOC.COCCOC.COCCOC
- 2S+1: 1
- Kohn-Sham gap: 10.031 eV

DFT (the ωB97M-V functional and the def2-TZVPD basis) results for the ion C5H10NO with charge -1 at a distorted geometry.

Geometry as XYZ:
```
17
Properties=species:S:1:pos:R:3:lowdin_charge:R:1
N -0.932 1.204 -0.554 0.0876
H -1.683 1.954 -0.573 0.1215
H 1.989 -0.144 0.854 0.0614
H -0.661 -1.199 -1.510 0.0685
C -1.000 -1.809 -0.596 -0.6399
C 0.104 -1.379 0.475 -0.1707
C 1.178 -0.152 0.180 -0.1374
H 2.094 2.497 0.756 0.0642
H -0.500 -0.885 1.299 0.0947
C 0.948 2.361 0.441 -0.0793
H 0.235 3.164 0.828 0.0353
H 0.641 -2.284 0.852 0.0772
H -0.722 -2.786 -1.087 0.0676
C 0.379 1.213 -0.019 -0.4120
H 1.560 -0.465 -0.788 0.0770
O -2.221 -1.667 -0.201 -0.3143
H -1.407 0.378 -0.357 -0.0015
```

Computed properties:
- HOMO: -2.55 eV
- SMILES: C=C(N)CCC[O-]
- Charge: -1
- 2S+1: 1
- Kohn-Sham gap: 6.605 eV

DFT (the ωB97M-V functional and the def2-TZVPD basis) results for a structure of composition C40H32IrN5O3S4 at a distorted geometry.

Geometry as XYZ:
```
85
Properties=species:S:1:pos:R:3:lowdin_charge:R:1
H -1.504 2.091 -4.202 0.1252
C -0.513 0.813 -2.806 -0.3249
H -4.311 -3.268 0.103 0.1555
C 2.795 -0.761 -3.056 -0.3197
C -2.164 0.490 0.922 -0.5468
H -4.530 -1.847 1.749 0.1204
H -0.372 7.387 -0.385 0.1093
H 0.357 -6.693 -0.659 0.1271
C 0.310 4.113 -0.202 -0.0794
H 2.600 -5.637 -0.692 0.1178
C 0.228 2.751 0.401 -0.4372
O 2.364 2.110 -2.190 0.0555
H -1.289 -2.758 -0.265 0.0310
S 2.782 0.475 1.467 0.7021
C 1.556 0.754 -4.565 -0.0026
C -3.186 1.420 0.954 -0.0914
C -0.657 -4.802 -0.429 -0.2195
C -1.694 -3.605 3.638 -0.0532
N 0.757 -2.860 -0.384 -0.0315
C 3.867 1.223 0.340 -0.6957
C 0.070 6.431 -0.618 -0.0547
C -2.893 1.654 3.331 -0.0572
C 5.694 2.381 -1.419 -0.0586
H 2.415 0.737 -5.212 0.1261
S -0.147 -0.955 2.109 0.7060
H -0.985 5.368 0.947 0.1220
H -1.954 -6.324 -0.752 0.1616
C -1.629 0.994 -1.817 -0.3414
H -1.986 -1.279 5.883 0.0713
H 5.929 3.895 0.082 0.1121
N 0.937 1.891 -0.400 0.0394
C 5.045 1.213 -1.778 -0.0901
C -2.215 -2.333 5.742 -0.0374
C -1.492 0.131 2.101 -0.6976
H -3.163 2.122 4.266 0.1150
C 1.197 4.018 -1.273 -0.0761
S 3.287 -0.866 -1.302 0.9638
C 1.587 0.070 -3.353 -0.3363
H 1.243 7.230 -2.216 0.1090
H 6.418 2.813 -2.093 0.1111
H 5.249 0.746 -2.729 0.1080
O -4.006 -5.186 -1.212 0.1032
N -3.407 -3.669 0.333 0.1378
H 4.335 2.842 1.649 0.1105
H 0.381 2.027 -5.829 0.1228
C 1.559 5.125 -2.010 0.0090
H -3.706 1.687 0.046 0.1117
H -4.043 -1.232 4.062 0.1226
O -0.330 2.443 1.434 0.0949
C -1.892 0.708 3.310 -0.1176
C -3.451 -1.997 3.584 -0.0506
S -1.723 -0.349 -0.585 0.9878
C 4.112 0.659 -0.922 -0.5456
H -3.117 -2.544 6.314 0.0888
H 2.592 -1.804 -3.317 0.0993
C -0.618 1.513 -4.002 0.0026
Ir 0.935 -0.430 -0.164 0.8933
C -0.281 5.312 0.132 0.0114
H -1.363 0.432 4.210 0.1084
C -3.533 2.021 2.154 -0.0580
C 1.588 2.586 -1.376 -0.4131
H 2.789 -3.193 -0.472 0.0567
H -1.400 -2.927 6.147 0.0808
H 2.269 5.034 -2.821 0.1216
N 0.553 0.067 -2.507 0.0398
C -3.162 -4.759 -0.461 -0.5064
C 4.537 2.400 0.686 -0.0924
C 0.433 1.483 -4.900 -0.0103
C 0.980 6.342 -1.663 -0.0566
C -2.997 -3.342 1.634 -0.2457
C 1.817 -3.657 -0.480 -0.1555
H -0.894 -4.109 4.159 0.1181
H -1.464 1.923 -1.268 0.0885
C -1.963 -3.963 2.329 -0.0395
H 3.649 -0.399 -3.627 0.0854
C 1.712 -5.035 -0.590 -0.0262
C 0.466 -5.622 -0.569 0.0228
C -3.725 -2.339 2.277 -0.0231
C 5.427 2.979 -0.193 -0.0599
N -1.911 -5.377 -0.389 0.1423
C -2.445 -2.644 4.299 -0.2915
C -0.445 -3.422 -0.350 -0.1129
H -2.581 1.049 -2.345 0.0969
H -4.302 2.780 2.170 0.1100
H -1.381 -4.751 1.885 0.0998
```

Computed properties:
- HOMO (alpha / beta): -10.15 / -10.12 eV
- Charge: +1
- 2S+1: 2
- ⟨S²⟩: 0.801
- Kohn-Sham gap (alpha / beta): 5.655 / 5.906 eV

DFT (the ωB97M-V functional and the def2-TZVPD basis) results for a cluster of 2 separate species, C4H2N2S in total at a distorted geometry.

Geometry as XYZ:
```
9
Properties=species:S:1:pos:R:3:lowdin_charge:R:1
C 1.409 -0.084 1.336 -0.3326
H -0.301 1.596 -0.438 0.1104
C -1.523 -0.100 -1.156 -0.3478
N -1.810 -0.902 -1.950 0.1615
N 1.639 0.378 2.372 0.2018
C -0.867 0.640 -0.177 -0.0590
H -0.969 0.334 0.942 0.1102
C 0.996 -0.409 0.081 -0.6944
S 1.426 -1.453 -1.010 0.8499
```

Computed properties:
- HOMO: -9.40 eV
- 2S+1: 1
- Kohn-Sham gap: 7.355 eV

DFT (the ωB97M-V functional and the def2-TZVPD basis) results for a cluster of 3 separate species, C6H19NO3 in total at a distorted geometry.

Geometry as XYZ:
```
29
Properties=species:S:1:pos:R:3:lowdin_charge:R:1
H 2.221 1.225 0.631 0.1279
O -0.457 2.487 1.366 -0.0851
H 1.240 -0.477 -1.232 0.0771
H 0.060 2.993 -1.868 0.0957
H -0.798 -2.324 -2.058 0.0687
O 0.087 2.518 -1.040 0.0397
H -2.101 0.791 -1.051 0.0727
H 0.576 0.064 1.673 0.1025
H 0.815 2.064 -0.923 -0.0627
C 2.154 0.161 0.415 -0.3045
H -1.995 -1.081 -2.558 0.0739
H -1.549 0.912 0.441 0.0141
H -0.185 -0.587 -0.778 0.0615
H 1.152 -2.583 1.684 0.1265
H 0.066 1.706 1.418 -0.0369
C -1.143 -0.923 -0.427 -0.4204
N 1.308 -0.508 1.265 -0.0423
H 1.342 -2.227 -0.071 0.1400
H -1.086 -1.518 1.730 0.1294
H -2.546 -2.405 -1.410 0.1137
H 3.128 -0.394 0.239 0.1443
H -0.249 2.771 0.424 -0.0001
C 0.814 -1.844 0.875 -0.1970
C -0.716 -1.860 0.730 -0.1466
H -1.192 -2.776 0.715 0.0793
O 1.665 0.352 -0.913 -0.1193
C -2.052 0.233 -0.153 -0.0603
C -1.636 -1.691 -1.698 -0.0760
H -2.948 0.080 0.387 0.0841
```

Computed properties:
- HOMO: -9.48 eV
- SMILES: CC(C)CCNCO.O.O
- 2S+1: 1
- Kohn-Sham gap: 10.084 eV